Entry 1:
This record from OMol25 describes a molecular structure, C32H34AsFN4NaO8 in a non-equilibrium geometry. The level of theory is the ωB97M-V functional and the def2-TZVPD basis.

CARTESIAN COORDINATES (ANGSTROEM)
1 Na 2.126277 0.453450 1.010188
2 O 0.642989 0.639924 -5.544653
3 C 1.105981 0.508402 -4.252157
4 C 2.209250 -0.265501 -3.950906
5 C 2.634179 -0.340031 -2.628408
6 N 2.028068 0.319135 -1.648042
7 C 0.926334 1.012468 -1.937595
8 C 0.424566 1.145257 -3.226833
9 C 0.145229 1.655252 -0.769969
10 O -1.056812 1.883716 -0.985423
11 O 0.793817 1.857452 0.280607
12 C 3.866486 -1.226780 -2.294667
13 O 4.078739 -2.142652 -3.112418
14 O 4.508520 -0.908724 -1.281094
15 H 1.237508 0.139742 -6.113265
16 H 2.743106 -0.848607 -4.690588
17 H -0.477645 1.711840 -3.393283
18 C -3.363156 -1.908031 5.270777
19 C -2.456800 -3.032292 4.788930
20 N -1.576076 -2.619164 3.712215
21 C -0.344481 -2.103601 4.032686
22 C 0.556641 -1.581337 3.177193
23 C 1.814399 -0.913963 3.785495
24 O 2.095055 -1.292235 4.929842
25 O 2.343128 -0.034081 3.080021
26 C 0.260189 -1.655917 1.762832
27 O 0.994190 -1.352828 0.832260
28 C -1.108742 -2.133085 1.425644
29 C -1.489105 -2.047928 0.085380
30 C -2.767305 -2.389168 -0.254760
31 F -3.168820 -2.360559 -1.557772
32 C -3.699603 -2.779974 0.705200
33 C -3.320288 -2.896104 2.029806
34 C -2.007421 -2.575920 2.408276
35 N -5.060301 -3.041296 0.335901
36 C -5.701039 -2.000685 -0.432125
37 C -7.199222 -2.213652 -0.390453
38 N -7.475758 -3.571732 -0.983375
39 C -6.758379 -4.661865 -0.233928
40 C -5.274379 -4.345412 -0.246281
41 H -4.028287 -2.263562 6.057533
42 H -3.969740 -1.511543 4.457289
43 H -2.768841 -1.087551 5.668405
44 H -3.038085 -3.898088 4.457776
45 H -1.821761 -3.382225 5.605426
46 H -0.089770 -2.118755 5.085218
47 H -0.767776 -1.698476 -0.639440
48 H -4.075686 -3.156601 2.755682
49 H -5.369447 -1.973008 -1.482302
50 H -5.459877 -1.029250 -0.001184
51 H -7.746353 -1.484431 -0.985198
52 H -7.580216 -2.240154 0.629688
53 H -7.133735 -3.566596 -1.950686
54 H -8.479778 -3.756851 -1.022256
55 H -6.999780 -5.607211 -0.719755
56 H -7.156172 -4.642180 0.781215
57 H -4.892383 -4.408534 -1.281346
58 H -4.746318 -5.098917 0.338327
59 C 5.737315 2.762313 1.051081
60 As 4.285034 2.090506 -0.108940
61 C 5.335347 2.078477 -1.755306
62 C 3.316300 3.826185 -0.323394
63 C 4.071990 4.940986 -0.930656
64 C 4.815590 5.829192 -0.153693
65 C 5.540525 6.856905 -0.733503
66 C 5.540959 7.023698 -2.109626
67 C 4.805699 6.148598 -2.897127
68 C 4.082227 5.123482 -2.314349
69 H 6.242795 3.635594 0.634431
70 H 6.462519 1.955950 1.172082
71 H 5.329759 3.002676 2.034357
72 H 5.773949 3.057686 -1.958928
73 H 4.709132 1.757624 -2.586459
74 H 6.108301 1.324137 -1.626483
75 H 2.973248 4.072025 0.682996
76 H 2.422141 3.579673 -0.899845
77 H 4.817613 5.710647 0.922443
78 H 6.106879 7.532261 -0.104379
79 H 6.108249 7.825360 -2.564294
80 H 4.795406 6.265114 -3.974133
81 H 3.513710 4.441330 -2.935927

Cartesian forces, eV/Å:
Na 1.030 -0.090 -0.374
O 0.004 0.015 0.103
C -0.081 0.034 -0.018
C -0.025 -0.038 0.046
C 0.328 -0.210 -0.112
N -0.222 0.099 0.266
C -0.256 0.118 -0.111
C 0.105 -0.078 -0.039
C -0.016 -0.105 -0.139
O -0.273 0.049 -0.085
O -0.442 0.569 -0.065
C 0.011 0.199 0.049
O -0.030 -0.211 -0.307
O 0.018 0.085 0.189
H 0.009 -0.002 0.018
H 0.037 -0.022 -0.035
H -0.054 0.037 -0.017
C -0.018 -0.019 0.014
C -0.017 -0.105 0.077
N -0.010 -0.108 0.013
C 0.118 0.077 0.088
C -0.053 -0.092 -0.051
C -0.128 0.025 -0.005
O 0.057 -0.090 0.270
O 0.031 -0.148 0.350
C 0.032 0.127 -0.393
O -0.225 -0.540 0.322
C -0.092 0.035 -0.072
C -0.175 -0.099 0.211
C 0.113 -0.081 0.034
F -0.005 -0.008 0.072
C 0.171 0.038 -0.017
C -0.014 0.158 -0.119
C 0.026 0.126 -0.216
N -0.063 -0.204 0.249
C -0.102 0.245 -0.060
C -0.034 0.034 -0.002
N -0.108 -0.033 -0.233
C -0.020 -0.035 0.054
C 0.012 -0.142 -0.144
H -0.034 -0.014 0.046
H -0.024 0.007 -0.035
H 0.046 0.032 0.014
H 0.030 0.057 0.024
H -0.054 0.040 -0.055
H 0.035 0.018 0.037
H 0.083 0.050 -0.066
H -0.043 -0.045 0.008
H -0.009 0.010 0.020
H -0.026 -0.005 0.004
H 0.027 0.033 0.019
H 0.025 0.041 -0.022
H -0.034 -0.006 0.091
H 0.125 0.026 0.045
H 0.056 0.028 0.033
H 0.045 -0.047 -0.049
H -0.004 -0.017 0.015
H -0.044 0.029 -0.002
C 0.034 0.017 -0.072
As 0.268 0.149 0.218
C -0.065 -0.011 -0.015
C -0.261 -0.172 0.045
C 0.060 0.121 -0.059
C -0.026 -0.021 0.026
C 0.054 0.060 0.013
C 0.043 0.041 -0.046
C 0.017 0.043 -0.068
C -0.023 -0.039 -0.031
H 0.001 0.002 0.002
H -0.021 0.007 -0.001
H 0.008 0.012 -0.015
H 0.004 -0.068 0.009
H -0.030 0.031 -0.019
H 0.012 -0.038 0.006
H -0.001 -0.015 0.007
H 0.068 -0.009 0.030
H -0.012 -0.014 0.044
H 0.024 0.028 0.010
H 0.016 0.028 -0.015
H 0.007 0.009 -0.012
H -0.014 -0.009 0.004

Values from the calculation:
**ΔE to the lowest compared entry with this formula, charge and spin**: 186.5 kJ/mol
**LUMO level**: -0.516 eV
**HOMO energy**: -3.995 eV
**Charge**: -1

Entry 2:
This record from OMol25 describes a molecular structure, C2H3CaCl5NO20 in a non-equilibrium geometry. The level of theory is the ωB97M-V functional and the def2-TZVPD basis.

CARTESIAN COORDINATES (ANGSTROEM)
1 Ca 0.343784 0.305473 0.233271
2 Cl -0.248384 -2.398327 2.797214
3 O 0.082626 -1.238910 3.541677
4 O -0.302568 -1.841355 1.423392
5 O 0.865070 -3.338288 2.863200
6 O -1.460436 -3.065863 3.249189
7 Cl -3.580665 -0.342459 -0.788285
8 O -4.121174 0.769672 -1.524722
9 O -3.513140 -1.505914 -1.599571
10 O -2.237809 -0.018712 -0.384098
11 O -4.371575 -0.585048 0.381655
12 Cl 0.158631 3.004303 2.748063
13 O 0.921444 2.410465 3.813271
14 O 0.949593 3.851419 1.945558
15 O -0.318397 1.961128 1.976800
16 O -0.846883 3.812479 3.393755
17 Cl 3.464749 -0.316397 0.686642
18 O 3.373106 -1.696283 0.775262
19 O 2.507393 0.297017 1.565533
20 O 4.765259 0.147442 0.993202
21 O 2.917572 0.083979 -0.587057
22 Cl 0.684795 3.372748 -2.255208
23 O 1.938135 3.987021 -2.415134
24 O -0.216812 4.389206 -1.901528
25 O 0.267480 2.776616 -3.474812
26 O 0.659667 2.426955 -1.245551
27 C -0.622937 -3.266596 -2.899615
28 C -0.033206 -2.130613 -2.179492
29 N 0.379760 -1.191604 -1.651355
30 H -1.709350 -3.214824 -2.971244
31 H -0.341831 -4.262615 -2.557511
32 H -0.353896 -3.182115 -3.952502

Cartesian forces, eV/Å:
Ca 0.081 -0.306 -0.224
Cl 1.901 -0.645 -0.736
O -0.364 0.950 2.064
O -0.964 -0.955 -0.560
O -1.098 0.268 -0.180
O 0.731 0.999 -0.911
Cl -0.543 1.029 0.428
O -0.042 -0.181 -0.083
O -0.133 -1.153 -0.917
O 1.585 0.568 0.550
O -0.182 -0.122 0.123
Cl 0.923 0.639 -1.137
O 0.538 0.535 1.497
O 0.688 0.789 0.321
O -1.961 -1.571 -1.121
O -0.114 -0.451 0.407
Cl -1.431 1.329 -0.729
O 0.424 -2.969 0.445
O -1.332 0.889 2.402
O 0.768 0.464 -0.380
O 0.847 0.433 -1.759
Cl -1.164 2.688 -3.234
O 2.520 -0.009 0.039
O -2.018 1.793 0.774
O -0.053 -0.883 -1.010
O 0.590 -4.080 3.959
C -0.176 0.125 -0.831
C -0.124 0.498 0.448
N -0.528 -1.363 -0.717
H -0.064 0.330 0.749
H 0.212 0.355 0.337
H 0.483 0.007 -0.013

Values from the calculation:
**LUMO level (spin up / spin down)**: 4.268 / -1.601 eV
**HOMO energy (spin up / spin down)**: -4.450 / -4.448 eV
**2S+1**: 2
**Charge**: -2

Number 1: E_tot -4558.78061 Eh. Number 2: E_tot -4614.96301 Eh.